No. 1
Entry from OMol25: a molecular structure, C9H14ClNO at a distorted geometry (the ωB97M-V functional and the def2-TZVPD basis).

Results
- LUMO (eV) = -0.3
- energy (Ha) = -941.35719
- HOMO-LUMO gap (eV) = 8.108

```
! RIJCOSX wB97M-V def2-TZVPD def2/J DEFGRID3
* xyz 0 1
C 1.290 0.001 -0.945
C -0.977 0.404 -1.360
C 0.046 -0.761 -1.408
C 0.680 0.529 0.398
C -0.620 1.243 -0.139
C -0.139 -1.783 -0.321
C 0.461 -0.660 1.228
C -0.189 2.634 -0.547
C -0.640 -0.674 2.229
N 0.745 -2.799 -0.437
O 0.738 -3.825 0.246
Cl 1.832 -1.389 2.108
H 2.133 -0.582 -0.484
H 1.718 0.720 -1.691
H -1.037 0.835 -2.374
H -1.977 -0.140 -1.315
H 0.113 -1.135 -2.354
H 1.353 1.205 0.885
H -1.279 1.340 0.686
H -1.051 -2.146 -0.028
H 0.633 2.581 -1.303
H 0.216 3.201 0.395
H -1.069 3.147 -0.851
H -0.940 -1.699 2.497
H -1.633 -0.338 1.798
H -0.409 0.090 3.088
*
```



No. 2
Entry from OMol25: 2 unconnected molecules or ions with the total composition C5H2ClF7 at a distorted geometry (the ωB97M-V functional and the def2-TZVPD basis).

Results
- LUMO (eV) = -0.8
- energy (Ha) = -1350.87966
- HOMO-LUMO gap (eV) = 10.114

```
! RIJCOSX wB97M-V def2-TZVPD def2/J DEFGRID3
* xyz 0 1
C 1.622 -0.166 0.330
C 2.242 0.591 -0.539
C -0.497 -0.190 -0.316
C -1.211 -1.463 0.219
C -1.019 1.142 0.210
F 3.514 0.927 -0.300
F -0.992 -1.649 1.564
F -0.696 -2.579 -0.340
F -2.536 -1.621 0.051
F -0.310 2.146 -0.306
F -0.830 1.153 1.514
F -2.343 1.449 -0.002
Cl -0.558 -0.209 -2.071
H 1.895 -0.875 1.121
H 1.720 1.344 -1.134
*
```



No. 3
Entry from OMol25: C7H14 in the gas phase (the ωB97M-V functional and the def2-TZVPD basis).

Results
- LUMO (eV) = 1.1
- energy (Ha) = -275.08459
- HOMO-LUMO gap (eV) = 10.733

```
! RIJCOSX wB97M-V def2-TZVPD def2/J DEFGRID3
* xyz 0 1
C -0.915 2.001 -0.252
C 0.101 1.026 -0.868
C -0.092 -0.418 -0.431
C -1.424 -1.004 -0.914
C 1.116 -1.333 -0.469
C 0.496 -0.972 0.853
C 1.240 -0.126 1.863
H -0.669 3.037 -0.509
H -1.922 1.800 -0.631
H -0.960 1.931 0.843
H -0.041 1.005 -1.980
H 1.123 1.354 -0.610
H -1.770 -0.593 -1.869
H -2.283 -0.883 -0.234
H -1.279 -2.067 -1.153
H 1.011 -2.350 -0.844
H 2.073 -0.878 -0.719
H -0.102 -1.762 1.312
H 0.544 0.400 2.527
H 1.872 0.626 1.378
H 1.890 -0.750 2.486
*
```



No. 4
Entry from OMol25: C26H28F3N5O4 in the gas phase at a distorted geometry (the ωB97M-V functional and the def2-TZVPD basis).

Results
- LUMO (eV) = -0.1
- energy (Ha) = -1881.90069
- HOMO-LUMO gap (eV) = 7.777

```
! RIJCOSX wB97M-V def2-TZVPD def2/J DEFGRID3
* xyz 0 1
C -2.165 -2.125 -2.575
C -0.930 -3.035 -2.627
N 0.361 -2.377 -2.605
C 0.584 -1.477 -3.718
C 2.048 -1.012 -3.715
N 2.506 -0.473 -2.460
C 2.608 0.950 -2.236
C 1.499 1.614 -1.440
C 0.207 1.637 -1.958
C -0.850 2.199 -1.274
C -0.632 2.814 -0.045
N -1.699 3.405 0.651
C -2.909 2.829 0.919
O -3.862 3.490 1.273
C -2.933 1.339 0.833
C -1.860 0.619 1.334
C -1.891 -0.770 1.299
N -0.803 -1.531 1.739
C 0.486 -1.110 1.860
O 0.883 0.026 1.700
C 1.420 -2.204 2.196
C 2.783 -2.183 2.351
C 3.100 -3.530 2.629
N 2.027 -4.270 2.635
O 0.978 -3.467 2.366
C -3.014 -1.425 0.812
C -4.110 -0.699 0.345
O -5.156 -1.440 -0.099
C -6.307 -0.771 -0.561
C -4.064 0.692 0.349
C 0.657 2.853 0.469
C 1.702 2.237 -0.206
C 3.065 2.291 0.431
F 3.609 1.084 0.659
F 3.068 2.922 1.612
F 3.961 2.960 -0.331
C 2.166 -1.330 -1.351
C 0.687 -1.740 -1.346
H -2.109 -1.445 -1.727
H -3.060 -2.731 -2.467
H -2.256 -1.541 -3.488
H -0.969 -3.638 -3.540
H -0.953 -3.720 -1.774
H 0.386 -2.022 -4.645
H -0.092 -0.607 -3.685
H 2.206 -0.281 -4.509
H 2.669 -1.892 -3.928
H 2.659 1.436 -3.215
H 3.569 1.126 -1.742
H 0.035 1.211 -2.934
H -1.845 2.183 -1.693
H -1.602 4.373 0.929
H -1.008 1.118 1.758
H -0.971 -2.523 1.840
H 3.433 -1.339 2.271
H 4.058 -3.968 2.821
H -3.065 -2.503 0.788
H -7.013 -1.555 -0.830
H -6.089 -0.161 -1.443
H -6.744 -0.141 0.219
H -4.887 1.293 -0.004
H 0.837 3.338 1.415
H 2.414 -0.829 -0.416
H 2.770 -2.242 -1.436
H 0.522 -2.470 -0.550
H 0.063 -0.852 -1.141
*
```



No. 5
Entry from OMol25: 20 unconnected molecules or ions with the total composition H39O20 at a distorted geometry (the ωB97M-V functional and the def2-TZVPD basis).

Results
- LUMO (eV) = 2.0
- energy (Ha) = -1528.15483
- HOMO-LUMO gap (eV) = 8.806

```
! RIJCOSX wB97M-V def2-TZVPD def2/J DEFGRID3
* xyz -1 1
O 2.607 1.682 1.357
H -2.226 -0.176 -3.952
O 4.016 -1.163 0.520
H 3.923 -1.095 -0.438
H 3.231 -0.714 0.840
O 0.434 -0.761 3.940
H -2.586 -2.414 2.047
H -0.050 -1.567 3.648
O -0.017 4.634 -3.009
H -0.656 4.650 -3.721
H -0.844 -3.000 -0.447
O 0.100 -2.936 -0.286
H 2.147 0.915 0.997
H 1.164 -0.573 3.359
O 2.965 -1.383 4.984
H 1.949 2.383 1.365
H 0.868 4.821 -3.317
O -3.555 -0.832 -2.153
H -3.912 -1.116 -1.297
H -2.637 -1.018 -1.923
O 0.327 2.971 3.635
H 2.903 -0.479 4.593
H -2.948 2.290 0.431
O -2.622 -3.926 -4.183
H -2.933 -2.997 -4.126
H -1.971 -3.817 -3.472
O -4.569 0.807 2.889
H -3.801 0.218 2.866
H -4.704 1.331 2.094
O 1.270 -0.820 -0.071
H 3.847 2.081 0.428
H 1.283 -1.679 -0.481
O -2.378 -0.096 -4.895
H 3.334 1.393 -3.995
H 2.760 -1.700 4.063
O 4.816 2.414 0.523
H 5.206 2.033 1.306
H 0.073 2.263 4.224
O -2.623 -1.502 1.762
H 0.757 3.769 3.923
H -1.668 -1.212 1.847
O 0.775 -4.987 -2.629
H 0.587 -4.974 -3.564
H 0.195 -4.724 -1.892
O -0.473 -2.548 2.076
H -0.393 -3.286 2.688
H 0.104 -3.002 0.741
O 2.955 0.834 -3.295
H 0.935 -0.952 0.851
H 3.769 0.820 -2.776
O -2.870 2.554 -0.501
H -3.105 1.739 -0.994
H -2.097 0.775 -5.191
O -0.925 -0.820 -1.846
H -0.543 0.035 -1.654
H -0.842 -1.488 -1.167
O -0.270 5.872 1.090
H 0.045 5.106 1.603
H -1.223 5.748 1.186
*
```



No. 6
Entry from OMol25: 6 unconnected molecules or ions with the total composition C21H46N2O8 at a distorted geometry (the ωB97M-V functional and the def2-TZVPD basis).

Results
- LUMO (eV) = 0.1
- energy (Ha) = -1538.59222
- HOMO-LUMO gap (eV) = 8.082

```
! RIJCOSX wB97M-V def2-TZVPD def2/J DEFGRID3
* xyz 0 1
C 3.158 -0.493 -3.135
N 1.834 0.105 -2.731
C 1.043 -1.066 -2.126
C 2.107 1.097 -1.546
C 1.185 0.796 -3.824
C -0.124 1.466 -3.520
O -0.645 2.003 -4.616
H 3.734 -1.324 -2.628
H 3.873 0.157 -3.369
H 2.788 -1.096 -4.017
H 1.625 -1.779 -1.602
H 0.652 -1.526 -2.989
H 0.115 -0.848 -1.437
H 2.475 0.555 -0.699
H 1.283 1.456 -1.123
H 2.660 1.981 -2.129
H 0.959 0.025 -4.503
H 1.762 1.488 -4.326
H 0.051 2.407 -2.787
H -0.807 0.861 -2.977
H -1.438 2.190 -4.372
N -1.347 0.535 0.060
O -0.428 0.096 0.781
O -2.001 -0.214 -0.650
O -1.400 1.675 -0.332
C -6.710 0.845 0.574
C -5.265 0.834 0.151
C -4.645 0.234 1.423
O -5.545 0.345 2.501
C -6.590 1.195 2.010
H -7.175 -0.233 0.583
H -7.353 1.709 -0.125
H -4.884 1.716 -0.182
H -4.975 -0.038 -0.466
H -3.708 0.599 1.764
H -4.619 -0.726 1.274
H -6.313 2.167 2.017
H -7.258 0.876 2.814
C 1.871 3.603 2.910
C 3.278 4.007 2.542
C 3.086 4.393 0.990
O 1.776 4.730 0.949
C 0.958 3.821 1.734
H 1.527 4.470 3.486
H 1.539 2.791 3.505
H 4.015 3.047 2.560
H 3.828 4.724 3.217
H 3.472 3.681 0.333
H 3.586 5.290 0.664
H 0.817 2.929 1.181
H 0.039 4.212 2.043
C 4.114 -0.226 1.873
C 2.795 -0.763 2.113
C 2.672 -2.037 1.280
O 3.784 -1.851 0.217
C 4.808 -1.225 0.960
H 4.769 -0.241 2.853
H 4.034 0.848 1.567
H 1.974 -0.016 1.777
H 2.696 -1.014 3.193
H 1.708 -2.380 0.767
H 3.008 -3.021 1.721
H 5.316 -0.791 -0.042
H 5.538 -1.928 1.401
C -2.435 -3.514 -0.317
C -2.678 -5.048 -0.292
C -1.856 -5.548 0.878
O -0.734 -4.654 0.697
C -0.952 -3.512 0.010
H -3.152 -2.855 0.122
H -2.373 -3.180 -1.383
H -2.255 -5.554 -1.396
H -3.704 -5.349 -0.191
H -1.552 -6.604 0.768
H -2.395 -5.294 1.891
H -0.355 -3.303 -1.068
H -0.640 -2.704 0.743
*
```



Sequential energy above the lowest of the compared OMol25 structures with the same formula, charge and spin output: 27.7 44.1 19.9 1.4 128.9 0.0 kcal/mol